{"formula": "C45H66N2O26P", "method": "wB97M-V/def2-TZVPD", "species": ["C", "C", "C", "C", "C", "C", "C", "C", "C", "C", "C", "C", "C", "C", "N", "C", "C", "O", "O", "N", "P", "O", "O", "O", "C", "H", "H", "H", "H", "H", "H", "H", "H", "H", "H", "H", "H", "H", "H", "H", "H", "H", "H", "H", "H", "H", "H", "H", "H", "C", "C", "C", "O", "C", "O", "O", "H", "H", "H", "H", "H", "H", "C", "C", "C", "O", "C", "O", "O", "H", "H", "H", "H", "H", "H", "C", "C", "C", "O", "C", "O", "O", "H", "H", "H", "H", "H", "H", "C", "C", "C", "O", "C", "O", "O", "H", "H", "H", "H", "H", "H", "C", "C", "C", "O", "C", "O", "O", "H", "H", "H", "H", "H", "H", "C", "C", "C", "O", "C", "O", "O", "H", "H", "H", "H", "H", "H", "C", "C", "C", "O", "C", "O", "O", "H", "H", "H", "H", "H", "H"], "coordinates": [[-2.90751, -0.63632, -3.47960], [-3.71537, -2.02211, -3.13935], [-4.89696, -1.90949, -1.96382], [-5.81305, -3.20434, -1.50335], [-5.51816, -4.64033, -2.30484], [-4.33986, -4.73543, -3.47739], [-3.39031, -3.43377, -3.90712], [-2.20237, -3.63957, -5.05835], [-0.73737, -3.01676, -4.56743], [-0.18534, -1.61983, -5.30331], [1.22947, -0.94979, -4.81288], [1.74120, 0.42341, -5.55231], [1.27624, 0.57623, -7.12122], [-0.21010, 1.23137, -7.34124], [-0.92357, 1.62375, -6.04965], [2.03060, -1.73232, -3.58708], [3.44402, -1.03752, -3.04459], [3.17968, -0.69443, -1.61008], [3.84909, 0.36702, -1.25868], [1.54521, -3.03469, -2.94271], [2.41341, -3.92446, -1.65120], [2.16751, -3.29343, -0.18792], [1.92502, -5.62362, -1.54299], [4.15944, -3.95858, -1.86451], [0.21496, -3.66561, -3.40166], [-2.85701, -0.56127, -4.66905], [-1.77929, -0.76242, -3.13086], [-3.36742, 0.32171, -2.98447], [-5.07364, -0.85431, -1.45915], [-6.61891, -3.08974, -0.65253], [-6.18329, -5.55034, -1.96166], [-4.20300, -5.77707, -3.99425], [-2.07230, -4.82317, -5.14440], [-2.52734, -3.27746, -6.12429], [-0.88435, -1.20037, -6.15248], [2.93445, 0.45845, -5.56150], [1.41308, 1.32262, -4.85834], [2.06718, 1.31035, -7.62784], [1.43857, -0.46621, -7.65191], [-0.22809, 2.10807, -8.15147], [-0.88358, 0.37036, -7.82060], [-1.15069, 2.65042, -6.11874], [-1.86253, 1.13782, -6.04502], [4.38266, -1.72113, -3.18954], [3.68314, -0.01228, -3.56898], [3.40219, 0.66824, -0.39042], [1.52571, -5.74300, -0.63082], [4.61926, -4.14268, -0.97570], [-0.14050, -4.67551, -2.88378], [2.07995, 0.40924, 4.64957], [1.64002, 1.24014, 3.46151], [0.91673, 0.45645, 2.40783], [1.15895, 1.22635, 1.24212], [2.34791, 1.86818, 1.44696], [2.96325, 2.47433, 0.58616], [2.75830, 1.73748, 2.74492], [2.78562, 0.97172, 5.27039], [1.22343, 0.11831, 5.26369], [2.60179, -0.49934, 4.32840], [1.05274, 2.10138, 3.80288], [-0.15556, 0.37673, 2.60453], [1.32812, -0.54653, 2.24838], [-4.40645, -6.77645, 1.36967], [-5.16031, -5.60858, 1.97234], [-6.15590, -6.00541, 3.02063], [-7.08742, -4.93774, 2.96912], [-7.03921, -4.44828, 1.69412], [-7.83301, -3.64664, 1.23120], [-5.98449, -4.97961, 1.00459], [-3.86675, -6.46109, 0.47021], [-3.69027, -7.19176, 2.08382], [-5.09065, -7.57446, 1.05981], [-4.45297, -4.85830, 2.34637], [-5.71035, -6.08420, 4.01568], [-6.68700, -6.93574, 2.79029], [-4.73097, 3.51821, 0.24834], [-3.80753, 3.74547, -0.93109], [-4.06753, 5.02542, -1.66710], [-3.57367, 4.73174, -2.96330], [-3.69881, 3.38044, -3.12401], [-3.54540, 2.79318, -4.18166], [-4.02265, 2.77407, -1.94178], [-4.64936, 2.48601, 0.60564], [-4.49074, 4.19680, 1.07127], [-5.77945, 3.66975, -0.03217], [-2.76183, 3.66631, -0.60954], [-3.53596, 5.87604, -1.23266], [-5.13151, 5.27276, -1.75305], [-5.84376, 0.66901, 4.84343], [-4.63035, 1.31566, 4.20708], [-3.82201, 0.38266, 3.35640], [-2.53519, 0.97642, 3.39930], [-2.46267, 1.64855, 4.58694], [-1.44053, 2.12694, 5.04892], [-3.68811, 1.71046, 5.19081], [-6.26304, 1.32012, 5.61804], [-6.61642, 0.46515, 4.09722], [-5.57980, -0.27335, 5.33663], [-4.93078, 2.21372, 3.65356], [-4.18920, 0.32574, 2.32840], [-3.74653, -0.63028, 3.76736], [6.83932, -0.83539, 0.37794], [7.56231, -1.87960, 1.20398], [8.99077, -2.08979, 0.80039], [9.23180, -3.41889, 1.23133], [8.02376, -4.05699, 1.19980], [7.87424, -5.26024, 1.32968], [7.00455, -3.16743, 0.99953], [5.76036, -0.88167, 0.56087], [7.19534, 0.17017, 0.61775], [6.98200, -1.00784, -0.69484], [7.47176, -1.64249, 2.27110], [9.67390, -1.39236, 1.29210], [9.15081, -2.04577, -0.28270], [7.82561, 0.94074, 7.00678], [6.70280, 0.19044, 6.31991], [5.64722, 1.08033, 5.73561], [4.51103, 0.23221, 5.72683], [4.69045, -0.65935, 6.74685], [3.83244, -1.42328, 7.15584], [5.95917, -0.57877, 7.25090], [8.43918, 0.25377, 7.59954], [8.46476, 1.44485, 6.27687], [7.43499, 1.69112, 7.70342], [7.11432, -0.49802, 5.57169], [5.89079, 1.41348, 4.72341], [5.41854, 1.95411, 6.35597], [0.70598, 9.37167, -1.58061], [0.19369, 8.23640, -0.71796], [-0.64889, 7.24315, -1.46031], [-1.45570, 6.70267, -0.42724], [-1.56958, 7.68001, 0.52110], [-2.33896, 7.63941, 1.46632], [-0.70862, 8.71184, 0.26753], [1.11799, 10.17171, -0.95615], [1.48291, 9.02352, -2.26660], [-0.10219, 9.81987, -2.16962], [1.03017, 7.75277, -0.19877], [-0.05395, 6.46039, -1.93799], [-1.30792, 7.69957, -2.20731]], "e_above_lowest_ev": 20.9595, "total_charge": 1, "homo_lumo_gap_ha": 0.2006}



{"formula": "C45H67ClIN7O7Si2", "method": "wB97M-V/def2-TZVPD", "species": ["C", "C", "O", "C", "O", "C", "C", "C", "Si", "C", "C", "C", "C", "C", "C", "C", "C", "C", "O", "C", "O", "Si", "C", "C", "O", "Cl", "C", "C", "O", "I", "N", "C", "O", "H", "H", "H", "H", "H", "H", "H", "H", "H", "H", "H", "H", "H", "H", "H", "H", "H", "H", "H", "H", "H", "H", "H", "H", "H", "H", "H", "H", "H", "H", "H", "H", "H", "H", "H", "H", "H", "N", "C", "C", "C", "C", "H", "H", "H", "H", "H", "N", "C", "C", "C", "C", "H", "H", "H", "H", "H", "N", "C", "C", "C", "C", "H", "H", "H", "H", "H", "N", "C", "C", "C", "C", "H", "H", "H", "H", "H", "N", "C", "C", "C", "C", "H", "H", "H", "H", "H", "N", "C", "C", "C", "C", "H", "H", "H", "H", "H"], "coordinates": [[4.43572, -1.96700, 2.60163], [4.26533, -0.82130, 1.52573], [3.88135, -1.31186, 0.19666], [2.45057, -1.28323, 0.19761], [1.89987, -0.28696, -0.17422], [1.73555, -2.55186, 0.74309], [0.50302, -3.04335, -0.13468], [0.51094, -2.53944, -1.63296], [-0.93058, -3.45824, -2.53398], [-0.24598, -5.16214, -3.02973], [-1.34172, -6.19752, -3.55893], [-2.38223, -3.67128, -1.28012], [-2.28431, -4.96433, -0.38491], [-3.60762, -4.97652, 0.53880], [-3.33777, -4.17737, 1.90001], [-3.59404, -2.61288, 1.77086], [-3.75357, -1.88161, 3.19748], [-2.51036, -0.93649, 3.52140], [-2.92477, 0.44896, 3.62928], [-2.92150, 0.83523, 5.02367], [-1.57798, -2.53040, -3.83122], [-0.72359, -2.67450, -5.28121], [-1.49730, -3.99110, -6.45969], [-3.02553, -3.60031, -6.60620], [-3.80510, -3.78688, -5.73341], [-3.50833, -2.87999, -8.22020], [-0.97482, -0.99927, -6.20400], [-0.22941, 0.19716, -5.51911], [0.80668, 0.55420, -5.99909], [-1.17639, 1.10369, -3.80110], [1.03814, -2.87823, -5.10023], [1.56620, -2.57939, -6.17783], [1.99773, -2.38184, -7.23096], [3.53260, -2.01074, 3.28448], [5.29470, -1.68944, 3.28380], [4.55802, -2.99613, 2.17736], [3.41181, -0.16657, 1.88454], [5.15898, -0.14016, 1.47526], [2.43775, -3.41067, 0.94471], [1.33120, -2.26814, 1.76520], [0.57893, -4.17111, -0.18287], [-0.42782, -2.70950, 0.40671], [1.48570, -2.71814, -2.16901], [0.29247, -1.43476, -1.73724], [0.17633, -5.61974, -2.07950], [0.63683, -5.11380, -3.73631], [-2.34595, -5.71904, -3.74940], [-1.00613, -6.71639, -4.50681], [-1.50243, -7.01081, -2.80171], [-2.40891, -2.70739, -0.70619], [-3.33310, -3.69787, -1.89829], [-2.29852, -5.93218, -0.94833], [-1.42645, -4.97915, 0.33509], [-3.74257, -6.06097, 0.84270], [-4.49898, -4.59711, -0.02356], [-4.04631, -4.57528, 2.68743], [-2.28175, -4.39589, 2.24845], [-2.67275, -2.16898, 1.30809], [-4.48992, -2.47423, 1.11215], [-4.72032, -1.29991, 3.14504], [-3.81852, -2.67738, 3.99124], [-1.69860, -0.96686, 2.74166], [-2.04558, -1.32814, 4.47694], [-1.93950, 0.54906, 5.49854], [-3.74993, 0.30104, 5.57178], [-3.02411, 1.94982, 5.08827], [-1.01546, -3.96082, -7.48323], [-1.38439, -5.03869, -6.07774], [-0.68703, -1.11431, -7.29319], [-2.08443, -0.75670, -6.21741], [3.37139, 2.43509, -0.37435], [2.87388, 3.70035, -0.25910], [3.92841, 4.56126, -0.11957], [5.11635, 3.78919, -0.15946], [4.73939, 2.47580, -0.32084], [2.80756, 1.60874, -0.48075], [1.80917, 3.87857, -0.28341], [3.85462, 5.63206, -0.00313], [6.12949, 4.15098, -0.07876], [5.32376, 1.57246, -0.39984], [-7.70712, -1.05120, 5.01450], [-6.90496, 0.05751, 4.95834], [-7.02074, 0.72042, 6.15393], [-7.92170, -0.01856, 6.96273], [-8.32591, -1.10677, 6.23423], [-7.82311, -1.72145, 4.27423], [-6.32378, 0.27732, 4.07663], [-6.51312, 1.63503, 6.41891], [-8.23732, 0.22072, 7.96626], [-8.99929, -1.91339, 6.47646], [2.22295, 4.12355, -3.40854], [1.54046, 5.30496, -3.30557], [1.51261, 5.88784, -4.54700], [2.20025, 5.02179, -5.43457], [2.62412, 3.94112, -4.70358], [2.40133, 3.48804, -2.64921], [1.13574, 5.62900, -2.35982], [1.04874, 6.83110, -4.79063], [2.36528, 5.17306, -6.49005], [3.17610, 3.06092, -4.99232], [1.52248, 7.15830, 1.40652], [0.45632, 7.99015, 1.60336], [0.85109, 8.99494, 2.44872], [2.21413, 8.76411, 2.76942], [2.60142, 7.62575, 2.10967], [1.51624, 6.33228, 0.83285], [-0.49036, 7.79300, 1.12683], [0.23096, 9.80607, 2.79750], [2.83987, 9.36476, 3.41109], [3.54691, 7.10784, 2.07978], [-2.54807, 3.58437, 2.95651], [-1.54064, 4.51106, 3.02210], [-2.09021, 5.75052, 2.80623], [-3.48288, 5.56537, 2.60900], [-3.73527, 4.21992, 2.71019], [-2.43383, 2.58934, 3.07213], [-0.52314, 4.20905, 3.21440], [-1.55239, 6.68473, 2.79320], [-4.21741, 6.33162, 2.41515], [-4.65409, 3.66139, 2.62706], [7.10465, -1.86803, 0.12791], [7.65362, -2.06240, -1.11030], [9.00237, -2.25323, -0.94965], [9.27724, -2.17659, 0.43980], [8.08694, -1.94102, 1.07885], [6.13033, -1.69853, 0.31096], [7.03877, -2.04663, -1.99602], [9.71289, -2.42954, -1.74212], [10.23898, -2.28281, 0.91716], [7.85441, -1.81814, 2.12494]], "total_charge": 0, "homo_lumo_gap_ha": 0.2851}